This record from OMol25 describes a cluster of 7 separate species, C27H45Br14FN2OS in total. The level of theory is ωB97M-V with the def2-TZVPD basis set.

The geometry in XYZ format:
```
91
Properties=species:S:1:pos:R:3:forces:R:3
C 3.18814 -4.26574 -0.35817 -0.0304 0.7267 0.2462
C 3.26255 -2.70874 -0.84375 -0.7074 -0.8591 0.0707
C 2.30142 -2.52033 -2.13106 -0.0915 -1.1479 1.3819
F 2.18911 -3.85909 -2.72965 0.0646 1.9540 0.4141
C 0.83440 -2.11194 -1.63964 -1.4048 -0.5414 3.0283
C -0.36120 -3.18007 -1.82727 0.2691 2.7178 3.0876
C -1.79855 -2.81405 -1.29956 -0.1540 -0.0253 0.6323
N -2.93082 -3.70548 -1.36407 1.9249 5.0865 1.6110
S -4.14733 -2.76596 -0.62436 1.6682 0.5503 -0.3443
N -3.46228 -1.23708 -0.17143 4.1361 -3.7896 -2.7963
C -2.10200 -1.42535 -0.62452 1.1289 -0.2919 -0.2382
C -0.89867 -0.42650 -0.47954 1.7141 -1.5310 -1.1769
C 0.56796 -0.73048 -0.95827 -4.3385 -1.5397 0.8244
C 1.64970 0.40351 -0.65951 -1.2379 -0.1546 -0.1793
C 2.65339 0.72923 -1.87395 0.5706 0.8630 0.8446
C 4.15262 0.54506 -1.33205 0.2627 0.5872 0.3742
O 5.06520 -0.09944 -2.26317 0.7089 0.0449 1.7207
C 6.26278 -0.38598 -1.46053 0.5616 0.2062 0.4164
H 2.10435 -4.65726 -0.33315 1.6676 0.7796 -0.1386
H 3.59468 -4.26568 0.72157 -0.6443 -0.2945 -1.8616
H 3.81246 -4.92197 -1.06214 -0.9691 0.9131 1.2781
H 4.33165 -2.37971 -1.06553 -1.4817 -0.5678 0.2149
H 2.85716 -2.10116 0.03604 0.5779 -0.5940 -1.4053
H 2.74027 -1.86042 -2.94852 -0.6979 -0.8665 1.2425
H -0.22751 -4.21457 -2.27939 0.1228 1.6974 0.8292
H -1.09737 0.58767 0.02586 0.3312 -1.8110 -0.9356
H 2.17234 0.12077 0.32538 -0.4599 0.3904 -1.6403
H 1.06277 1.37227 -0.41929 0.7949 -1.7237 -0.3608
H 2.53194 1.85855 -2.10103 0.1775 -1.8860 0.2116
H 2.42186 0.18930 -2.85069 0.3959 0.4824 1.5146
H 4.21564 -0.05267 -0.34091 -0.5925 0.8452 -1.5231
H 4.59369 1.59174 -1.09066 -0.7803 -1.7107 -0.3629
H 6.19530 -1.39361 -0.91611 -0.0924 1.2525 -0.8475
H 7.21902 -0.38320 -2.09175 -1.6165 0.0265 0.6343
H 6.37258 0.41236 -0.63106 -0.0239 -1.1556 -1.3912
Br -3.68092 0.87115 2.98402 -0.0342 0.0111 -0.1015
C -5.44897 1.35028 2.31757 0.1428 0.1307 0.2285
C -6.44793 0.24993 2.57509 -0.2336 -0.0111 -0.2864
Br -6.22366 -1.21757 1.31200 -0.4139 0.0438 0.4026
H -5.33580 1.59113 1.26032 -0.0608 -0.1510 0.1412
H -5.72331 2.25396 2.86462 -0.0380 -0.1339 -0.0341
H -7.46616 0.60900 2.41513 0.1145 0.0039 0.0421
H -6.37188 -0.17633 3.57520 0.0993 0.1596 -0.1433
Br 3.72995 4.07660 -0.34313 0.0071 0.1087 0.1208
C 5.39760 5.06349 -0.12381 -0.1793 0.1737 -0.0439
C 6.27577 4.93509 -1.34308 0.2740 0.0176 0.0282
Br 7.15872 3.19812 -1.39997 -0.0763 0.0900 -0.0721
H 5.86764 4.69403 0.78778 -0.0122 0.0123 -0.2045
H 5.09526 6.10176 0.02359 0.0775 -0.0919 -0.0735
H 7.08679 5.66484 -1.31101 -0.1535 -0.0617 0.0572
H 5.73133 5.04565 -2.28106 -0.0062 -0.0343 0.1988
Br 6.83490 8.74781 -2.47403 0.0422 0.0119 0.1026
C 8.69245 9.26454 -2.18621 -0.1269 0.1019 -0.2151
C 9.62244 8.09275 -2.37907 0.2183 -0.0192 0.1607
Br 9.57792 6.89503 -0.84215 0.0076 -0.0080 -0.0905
H 8.75014 9.70148 -1.18918 0.0404 -0.1510 -0.1360
H 8.89027 10.03874 -2.92949 0.0204 -0.1218 0.0589
H 10.65803 8.43032 -2.44605 -0.1345 0.0228 0.0126
H 9.38423 7.49234 -3.25714 -0.0450 0.1440 0.1320
Br 6.30281 -4.32165 0.56274 0.5123 0.0285 0.1609
C 6.84085 -5.48968 2.02701 0.0673 -0.0633 -0.2720
C 5.65544 -5.89164 2.86891 0.0223 -0.0111 0.2860
Br 5.10301 -4.44302 4.05023 -0.0588 -0.0471 -0.1166
H 7.61062 -4.96104 2.58945 -0.1930 -0.0909 -0.0036
H 7.28427 -6.36303 1.54563 -0.0908 0.0570 0.0854
H 5.91794 -6.71605 3.53402 0.0290 0.0832 -0.1060
H 4.78238 -6.17128 2.27890 0.1814 0.0774 0.0086
Br -3.39628 -0.97110 -4.94334 0.0659 0.0558 0.0991
C -1.65050 -0.86406 -5.80520 -0.1625 -0.1920 -0.4799
C -0.80622 -2.07369 -5.48066 0.3983 0.7166 -0.6978
Br -0.06736 -1.96355 -3.66200 -1.8619 0.4463 -4.6396
H -1.19687 0.07630 -5.48928 -0.0356 -0.1756 0.0189
H -1.86452 -0.81688 -6.87464 -0.0347 0.0765 0.1186
H 0.06413 -2.12340 -6.14004 -0.1780 0.0201 -0.1517
H -1.35681 -3.01348 -5.54286 0.0168 0.1613 0.0560
Br -8.59873 0.93281 6.39170 -0.0951 -0.0479 -0.0286
C -9.07541 -0.95451 6.49459 0.2223 0.1032 0.1876
C -8.61020 -1.70334 5.27084 -0.2482 -0.2630 -0.1392
Br -9.77203 -1.35592 3.74478 0.1431 0.0806 0.0441
H -10.15394 -1.00247 6.64555 0.1690 -0.0299 -0.1184
H -8.57093 -1.32659 7.38797 -0.0297 0.0010 -0.1309
H -8.66956 -2.78084 5.43336 0.0209 0.1285 0.0554
H -7.59702 -1.44302 4.96489 -0.1575 -0.0023 0.1299
Br -15.48997 1.82221 1.95214 0.0275 -0.1040 -0.0447
C -14.67513 0.20433 2.67161 -0.2159 0.1417 0.1278
C -13.25995 0.45967 3.12728 0.2121 -0.2067 -0.0412
Br -12.03648 0.56115 1.61370 -0.0730 0.0818 0.0477
H -14.74764 -0.55955 1.89728 0.1152 0.1294 0.1172
H -15.30545 -0.07945 3.51615 0.1257 0.0265 -0.0533
H -12.89440 -0.37232 3.73210 -0.0720 0.0599 -0.0624
H -13.14811 1.38702 3.68916 -0.1067 -0.1228 -0.1187
```
Positions in Å, forces in eV/Å.

Computed properties:
HOMO energy   -6.8 eV
Frontier orbital gap   6.113 eV


This record from OMol25 describes a structure of composition C27H45BrN2O2P2Pb. The level of theory is ωB97M-V with the def2-TZVPD basis set.

The geometry in XYZ format:
```
80
Properties=species:S:1:pos:R:3:forces:R:3
N 3.04513 -2.67813 6.74253 0.0436 0.0883 0.4215
C 1.91867 -1.97544 6.87536 -0.4811 0.0245 -0.9583
C 1.10345 -1.64679 5.77580 0.6119 -0.0763 0.0793
C 1.51224 -2.02838 4.48311 0.1592 -0.6594 0.4262
C 2.68655 -2.80628 4.37191 -0.0722 0.3538 0.5200
C 3.42307 -3.08943 5.53853 -0.6272 0.1060 -0.7757
C 0.75957 -1.54556 3.30499 1.4260 0.0102 -0.2185
Pb -1.00313 -2.50144 2.20185 -2.8819 -1.2783 0.7341
P -3.14913 -2.50685 -1.91071 -0.5852 -0.2511 -1.2617
C 1.16852 -1.89509 1.95633 2.8921 3.6285 0.0503
C 1.25634 -0.89570 0.90203 -1.0527 -2.7586 1.7290
C 1.55121 -1.30620 -0.42048 0.5497 -0.2042 -1.6890
C 1.60863 -0.41829 -1.44648 -0.1386 -0.9462 0.3773
C 1.11707 0.96481 -1.25049 1.3082 0.3544 -0.0832
C 1.19521 1.39800 0.15831 -0.5330 -0.2836 1.1232
C 1.12294 0.48582 1.16444 0.0127 1.8310 -0.2456
Br -0.80085 1.03774 -1.79149 -0.4558 0.1672 -0.1937
H 0.23424 -0.58971 3.46969 0.4763 -0.3862 -0.3095
H 1.68710 -2.84707 1.78369 -0.4195 0.1219 -0.0252
H 0.19979 -1.04873 5.90651 0.2279 -0.1727 0.0386
H 3.06907 -3.12854 3.40217 -0.0541 0.1062 0.3161
H 1.62983 -1.64601 7.87792 0.2247 -0.2020 -0.2851
H 4.35517 -3.66026 5.46491 -0.3492 0.2074 0.1319
H 1.75802 -2.37109 -0.60448 0.0442 0.5386 0.0371
H 0.98785 0.81016 2.19265 0.2762 0.0552 -0.2654
H 1.89255 -0.73583 -2.44978 -0.2421 -0.0546 0.3197
H 1.17888 2.47386 0.35762 -0.1895 -0.4880 0.0926
P 2.02585 2.17644 -2.33435 -1.0974 -0.3984 0.9370
C -3.11456 -2.41739 -0.09119 0.3604 -0.2132 -0.2361
C -4.07575 -3.43037 0.52202 -0.0812 -0.1406 0.3729
H -3.29541 -1.38698 0.25066 0.2459 -0.2577 0.0967
H -2.06147 -2.72194 0.06699 -0.6127 0.3226 0.1074
H -4.19436 -3.27932 1.60232 -0.0077 -0.0448 -0.0953
H -5.07572 -3.37229 0.06738 0.3308 0.0612 0.1296
H -3.70914 -4.45289 0.36513 -0.1354 0.2106 -0.0309
C -1.35777 -2.45137 -2.35187 0.0800 0.2661 0.4839
C -1.11619 -2.45305 -3.86088 0.1530 -0.1415 0.0135
H -0.91435 -3.35158 -1.89217 -0.0200 0.2458 -0.1642
H -0.90951 -1.55265 -1.88936 -0.0039 -0.6016 -0.1571
H -0.05178 -2.62047 -4.05615 -0.1089 0.0263 -0.0894
H -1.67392 -3.25724 -4.35538 0.0912 0.1706 0.0838
H -1.38991 -1.50311 -4.33378 -0.0664 -0.1244 0.1280
C -3.68397 -0.79645 -2.37275 -0.0160 0.0273 -0.0460
C -4.93416 -0.78831 -3.25314 -0.1272 0.3537 -0.1016
H -2.84896 -0.30671 -2.89267 -0.2636 -0.0860 0.0503
H -3.87150 -0.24231 -1.44187 0.0615 0.0596 -0.2485
H -5.10520 0.22941 -3.62484 -0.0874 -0.1916 -0.0078
H -4.83404 -1.45171 -4.12129 -0.0022 0.1179 0.2523
H -5.82835 -1.08373 -2.68979 0.2306 -0.0626 -0.1494
C 0.97597 3.64759 -2.42254 -0.1050 0.0313 -0.2777
C 1.66309 4.73278 -3.23880 0.1110 0.4690 -0.2744
H 0.71741 4.01201 -1.41716 0.1907 -0.2768 -0.1848
H 0.02783 3.33349 -2.88441 0.3834 0.0903 0.0666
H 2.54862 5.12062 -2.72274 -0.1214 -0.0338 -0.1625
H 1.96890 4.37123 -4.23234 -0.0932 0.1777 0.2979
H 0.97355 5.57188 -3.39351 0.2176 -0.1991 0.0138
C 2.20965 1.40322 -3.94298 0.0051 0.2355 -0.4559
C 3.54335 0.68521 -4.15884 0.2720 -0.2119 -0.1191
H 2.07079 2.21752 -4.66852 0.0680 -0.2924 0.0005
H 1.37425 0.70284 -4.08291 0.0279 0.2885 0.1119
H 4.39868 1.37467 -4.12065 -0.2683 -0.2538 -0.0030
H 3.69598 -0.11649 -3.41935 0.0553 0.3232 -0.2623
H 3.53085 0.21911 -5.15310 0.0661 0.1465 0.2864
C 3.60902 2.55238 -1.55576 0.3489 -0.1793 -0.3206
C 3.54636 3.49617 -0.35582 0.0443 0.1982 0.3474
H 4.24867 2.96365 -2.35422 -0.1745 -0.0912 0.2214
H 4.04964 1.58616 -1.26187 -0.0714 0.2175 -0.1793
H 3.22382 2.95973 0.54376 0.1288 0.2220 -0.2471
H 4.54795 3.89506 -0.15585 -0.2562 -0.0692 -0.0877
H 2.86941 4.34597 -0.52185 0.2481 -0.1980 0.0635
N -3.10921 2.64797 3.38046 -0.4461 0.7617 -0.1707
C -3.44613 1.22181 3.62303 -0.1155 -0.2115 0.4724
C -2.19775 0.44347 3.25957 1.2399 -0.9891 -0.3432
O -2.33416 -0.83302 3.18782 -0.0170 1.2506 -0.2122
O -1.16528 1.11630 3.07269 -0.9507 -0.5685 0.1286
H -2.21852 2.87619 3.84556 -0.0903 -0.1851 -0.2964
H -3.84048 3.28997 3.70181 0.0621 -0.1267 0.0298
H -2.98399 2.79955 2.37038 0.1818 0.0334 0.3883
H -3.68188 1.09399 4.68488 -0.0040 -0.0126 -0.2222
H -4.30423 0.93345 3.02378 -0.0315 0.0224 -0.0242
```
Positions in Å, forces in eV/Å.

Computed properties:
HOMO energy (alpha / beta)   -12.2 / -12.2 eV
Net charge   +2
Frontier orbital gap (alpha / beta)   5.530 / 5.529 eV


Taking the records one at a time from the top gives max |F| values of 6.268; 4.640 eV/Å.